Here is 6 unconnected molecules or ions with the total composition C3H16O5 from the OMol25 dataset. Energies are from wB97M-V/def2-TZVPD.

CARTESIAN COORDINATES (ANGSTROEM)
C1 -1.443 0.105 1.284
C2 -1.676 -0.456 0.103
C3 -2.973 -1.052 -0.388
H1 -0.454 0.328 1.651
H2 -2.315 0.351 1.887
H3 -0.829 -0.704 -0.529
H4 -3.176 -0.637 -1.380
H5 -3.820 -0.810 0.252
H6 -2.847 -2.127 -0.495
O1 2.435 -1.623 0.949
H7 2.226 -1.528 -0.011
H8 2.146 -2.517 1.139
O2 -0.954 2.518 -0.774
H9 -1.725 2.152 -0.372
H10 -1.241 3.351 -1.089
O3 1.550 -1.247 -1.716
H11 2.364 -1.299 -2.222
H12 1.448 -0.291 -1.513
O4 2.040 0.613 1.595
H13 2.102 -0.346 1.510
H14 2.578 0.852 2.346
O5 1.677 1.354 -1.086
H15 2.109 1.379 -0.235
H16 0.780 1.637 -0.905

- multiplicity = 1
- HOMO-LUMO gap (eV) = 10.294
- max |F| (eV/Å) = 2.21
- LUMO level (eV) = 0.71
- relative energy (zero: lowest compared OMol25 entry of this formula, charge and spin) (kJ/mol) = 57.2
- electronic energy (Eh) = -500.0817
- SMILES = C=CC.O.O.O.O.O


Here is 5 unconnected molecules or ions with the total composition C3H17NO4 from the OMol25 dataset. Energies are from wB97M-V/def2-TZVPD.

CARTESIAN COORDINATES (ANGSTROEM)
C1 -0.736 -1.264 1.396
C2 0.457 -0.655 2.217
C3 1.806 -1.338 2.247
N1 0.643 0.784 1.860
H1 -1.444 -1.726 2.059
H2 -0.920 -0.472 0.715
H3 -0.486 -2.180 0.861
H4 0.123 -0.477 3.313
H5 2.203 -1.938 3.046
H6 1.961 -1.848 1.289
H7 2.591 -0.576 2.092
H8 0.094 1.105 1.063
H9 1.621 0.967 1.675
H10 2.835 0.383 -1.779
H11 1.589 1.007 -2.044
O1 1.994 0.529 -1.311
H12 -1.143 -1.752 -2.560
H13 -0.648 -0.316 -2.148
O2 -1.311 -1.023 -1.956
H14 -2.685 1.167 0.499
H15 -2.148 0.178 -0.678
O3 -2.419 1.063 -0.415
H16 -1.126 1.639 -2.963
H17 -0.378 2.090 -1.850
O4 -0.221 1.527 -2.625

- multiplicity = 2
- HOMO-LUMO gap (spin up / spin down) (eV) = 11.783 / 6.381
- max |F| (eV/Å) = 3.61
- LUMO level (spin up / spin down) (eV) = -2.88 / -8.28
- relative energy (zero: lowest compared OMol25 entry of this formula, charge and spin) (kJ/mol) = 51.6
- electronic energy (Eh) = -479.8537
- net charge = +1


Here is 5 unconnected molecules or ions with the total composition C3H17NO5S2 from the OMol25 dataset. Energies are from wB97M-V/def2-TZVPD.

CARTESIAN COORDINATES (ANGSTROEM)
N1 -0.187 0.318 -0.084
C1 -0.752 1.661 0.187
C2 -0.899 1.822 1.687
O1 -1.716 0.818 2.305
C3 0.269 2.793 -0.229
S1 0.893 2.829 -2.010
S2 2.335 1.624 -2.757
H1 -0.768 -0.351 -0.295
H2 0.514 -0.094 0.629
H3 -1.754 1.658 -0.340
H4 0.016 1.645 2.240
H5 -1.261 2.791 2.045
H6 -2.138 1.199 3.079
H7 1.070 2.832 0.598
H8 -0.200 3.903 -0.179
H9 2.843 1.206 -1.630
O2 -0.789 -1.254 -3.268
H10 -1.662 -1.067 -3.356
H11 -0.327 -0.583 -2.871
O3 2.311 -1.843 2.186
H12 2.433 -2.745 1.990
H13 2.233 -1.732 3.159
O4 0.598 -3.206 0.719
H14 0.005 -2.996 -0.005
H15 0.294 -2.558 1.442
O5 -0.966 -3.161 -1.477
H16 -0.621 -2.752 -2.312
H17 -1.775 -2.755 -1.452

- multiplicity = 1
- HOMO-LUMO gap (eV) = 8.439
- max |F| (eV/Å) = 7.19
- LUMO level (eV) = 0.40
- relative energy (zero: lowest compared OMol25 entry of this formula, charge and spin) (kJ/mol) = 169.4
- electronic energy (Eh) = -1351.7323
- SMILES = N[C@@H](CO)CSS.O.O.O.O


Here is 6 unconnected molecules or ions with the total composition C3H18N2O6S from the OMol25 dataset. Energies are from wB97M-V/def2-TZVPD.

CARTESIAN COORDINATES (ANGSTROEM)
N1 -1.338 0.103 -1.638
C1 -0.368 -0.307 -0.793
O1 0.263 -1.323 -1.088
C2 0.050 0.420 0.493
N2 1.442 0.125 0.779
C3 -0.114 1.943 0.393
S1 0.660 2.830 1.844
H1 -1.951 0.841 -1.323
H2 -1.818 -0.623 -2.138
H3 -0.757 0.251 1.208
H4 1.490 -0.747 1.287
H5 1.974 0.054 -0.076
H6 -1.137 2.259 0.249
H7 0.578 2.349 -0.347
H8 1.912 2.625 1.415
O2 2.870 -1.121 -1.768
H9 3.437 -1.564 -2.394
H10 1.976 -1.502 -1.802
O3 -2.911 0.948 0.892
H11 -2.800 0.046 1.231
H12 -3.744 0.986 0.434
O4 -2.680 -1.654 1.626
H13 -1.960 -2.282 1.553
H14 -3.244 -1.756 2.390
O5 0.299 -2.939 1.568
H15 0.261 -2.512 0.699
H16 1.003 -3.580 1.483
O6 1.767 1.947 -2.122
H17 2.395 2.546 -2.556
H18 2.447 1.636 -1.498

- multiplicity = 1
- HOMO-LUMO gap (eV) = 8.677
- max |F| (eV/Å) = 2.14
- LUMO level (eV) = 0.38
- relative energy (zero: lowest compared OMol25 entry of this formula, charge and spin) (kJ/mol) = 20.1
- electronic energy (Eh) = -1084.2473
- SMILES = NC(=O)[C@@H](N)CS.O.O.O.O.O


Here is 7 unconnected molecules or ions with the total composition C3H21N2O7 from the OMol25 dataset. Energies are from wB97M-V/def2-TZVPD.

CARTESIAN COORDINATES (ANGSTROEM)
N1 1.157 -1.008 -1.197
C1 1.309 0.446 -0.861
C2 0.456 0.791 0.353
N2 0.454 2.019 0.838
C3 0.951 3.238 0.221
O1 -0.273 -0.107 0.801
H1 1.811 -1.195 -1.953
H2 0.205 -1.200 -1.562
H3 1.295 -1.630 -0.354
H4 2.368 0.502 -0.535
H5 1.377 1.069 -1.733
H6 -0.319 2.182 1.533
H7 0.378 3.442 -0.698
H8 1.998 3.386 0.012
H9 0.805 4.043 0.951
H10 -1.942 1.310 -1.424
H11 -2.402 2.717 -1.955
O2 -2.018 1.872 -2.198
H12 -0.997 0.360 -3.005
H13 -1.630 -0.486 -4.049
O3 -1.145 -0.572 -3.227
H14 -0.997 -3.680 -0.228
H15 -1.126 -3.495 1.249
O4 -0.817 -4.148 0.587
H16 -1.094 1.807 3.510
H17 -2.059 1.629 2.394
O5 -1.443 2.273 2.749
H18 -0.111 -2.333 3.359
H19 -0.159 -1.276 2.156
O6 -0.705 -1.831 2.770
H20 2.343 -3.564 0.524
H21 0.760 -3.574 0.440
O7 1.570 -2.987 0.533

- multiplicity = 1
- HOMO-LUMO gap (eV) = 10.732
- max |F| (eV/Å) = 2.71
- LUMO level (eV) = -2.91
- relative energy (zero: lowest compared OMol25 entry of this formula, charge and spin) (kJ/mol) = 164.7
- electronic energy (Eh) = -762.8886
- net charge = +1


Here is a molecular structure, C3H22BeO8 from the OMol25 dataset. Energies are from wB97M-V/def2-TZVPD.

CARTESIAN COORDINATES (ANGSTROEM)
Be1 -6.949 0.568 15.655
O1 -5.612 -0.501 13.730
H1 -6.060 -1.297 13.420
H2 -4.686 -0.643 13.504
O2 -8.691 -0.918 14.608
H3 -9.196 -1.712 14.828
H4 -9.004 -0.662 13.730
O3 -6.346 2.024 17.281
H5 -6.921 2.383 17.964
H6 -5.490 2.452 17.414
O4 -4.489 0.437 16.147
H7 -3.997 0.203 15.355
H8 -4.033 -0.021 16.865
O5 -8.929 1.867 15.222
H9 -9.729 1.723 15.747
H10 -9.213 1.750 14.306
O6 -6.432 2.480 14.317
H11 -5.707 2.820 13.778
H12 -7.164 3.094 14.183
O7 -8.478 0.296 17.849
H13 -9.343 -0.101 18.014
H14 -8.481 1.099 18.381
C1 -7.252 -2.974 18.106
C2 -6.121 -2.157 17.534
C3 -4.868 -2.999 17.257
O8 -6.549 -1.609 16.245
H15 -6.972 -3.593 18.956
H16 -7.764 -3.568 17.342
H17 -8.066 -2.351 18.491
H18 -5.811 -1.328 18.169
H19 -5.138 -3.769 16.532
H20 -4.586 -3.540 18.159
H21 -4.062 -2.339 16.951
H22 -6.938 -2.334 15.743

- multiplicity = 1
- HOMO-LUMO gap (eV) = 9.791
- max |F| (eV/Å) = 1.83
- LUMO level (eV) = -7.43
- relative energy (zero: lowest compared OMol25 entry of this formula, charge and spin) (kJ/mol) = 0.0
- electronic energy (Eh) = -743.5933
- net charge = +2


Q: What is the formula in the fourth record?
A: C3H18N2O6S


Q: Which of these has the lowest relative energy (zero: lowest compared OMol25 entry of this formula, charge and spin)?
A: C3H22BeO8


Q: Which of these has the highest relative energy (zero: lowest compared OMol25 entry of this formula, charge and spin)?
A: C3H17NO5S2